{
  "formula": "C32H74N4O16",
  "method": "wB97M-V/def2-TZVPD",
  "elements": ["C", "N", "C", "C", "C", "C", "O", "H", "H", "H", "H", "H", "H", "H", "H", "H", "H", "H", "H", "H", "H", "C", "N", "C", "C", "C", "C", "O", "H", "H", "H", "H", "H", "H", "H", "H", "H", "H", "H", "H", "H", "H", "C", "N", "C", "C", "C", "C", "O", "H", "H", "H", "H", "H", "H", "H", "H", "H", "H", "H", "H", "H", "H", "C", "N", "C", "C", "C", "C", "O", "H", "H", "H", "H", "H", "H", "H", "H", "H", "H", "H", "H", "H", "H", "C", "C", "O", "O", "H", "H", "H", "C", "C", "O", "O", "H", "H", "H", "C", "C", "O", "O", "H", "H", "H", "C", "C", "O", "O", "H", "H", "H", "C", "C", "O", "O", "H", "H", "H", "C", "C", "O", "O", "H", "H", "H"],
  "positions_angstrom": [[1.009, 3.142, -4.656], [0.092, 3.859, -3.655], [-0.199, 2.825, -2.563], [0.801, 4.977, -3.099], [-1.156, 4.274, -4.427], [-2.388, 4.924, -3.659], [-3.021, 4.001, -2.853], [0.688, 2.094, -4.778], [2.064, 3.172, -4.315], [1.013, 3.684, -5.560], [-0.804, 3.275, -1.772], [0.726, 2.415, -2.129], [-0.829, 2.014, -2.958], [0.278, 5.369, -2.231], [0.890, 5.795, -3.821], [1.806, 4.686, -2.798], [-1.472, 3.355, -4.933], [-0.735, 5.018, -5.114], [-3.008, 5.382, -4.468], [-1.996, 5.742, -3.081], [-3.932, 4.234, -2.582], [2.118, -3.887, 1.718], [2.570, -5.337, 2.022], [3.688, -5.803, 1.017], [3.232, -5.437, 3.373], [1.393, -6.317, 2.092], [0.793, -6.687, 0.705], [1.540, -7.811, 0.216], [1.600, -3.954, 0.757], [2.964, -3.180, 1.766], [1.388, -3.658, 2.479], [3.629, -6.895, 1.101], [4.606, -5.285, 1.244], [3.323, -5.529, 0.002], [2.521, -5.150, 4.150], [4.011, -4.688, 3.376], [3.598, -6.460, 3.563], [0.609, -5.782, 2.626], [1.766, -7.236, 2.581], [0.821, -5.810, 0.081], [-0.218, -7.008, 0.989], [0.961, -8.391, -0.320], [2.211, 1.741, 1.948], [1.772, 0.299, 1.736], [2.655, -0.294, 0.657], [1.957, -0.471, 3.082], [0.288, 0.174, 1.256], [-0.795, 0.945, 2.103], [-1.038, 0.250, 3.320], [1.744, 2.142, 2.826], [2.077, 2.373, 1.070], [3.288, 1.675, 2.014], [2.212, -1.188, 0.252], [3.630, -0.532, 1.081], [2.762, 0.511, -0.119], [1.377, 0.012, 3.893], [3.003, -0.429, 3.434], [1.736, -1.512, 2.988], [0.095, -0.896, 1.269], [0.380, 0.592, 0.240], [-1.698, 1.030, 1.486], [-0.438, 1.866, 2.503], [-1.192, -0.678, 3.053], [-2.569, -1.210, -1.036], [-3.766, -0.244, -0.900], [-3.317, 1.170, -1.087], [-4.826, -0.611, -1.960], [-4.235, -0.572, 0.444], [-5.618, -0.043, 0.840], [-5.608, 1.299, 1.257], [-2.039, -1.144, -0.083], [-1.940, -1.009, -1.912], [-3.005, -2.189, -1.208], [-3.035, 1.291, -2.115], [-2.467, 1.356, -0.440], [-4.140, 1.854, -0.851], [-5.291, -1.594, -1.679], [-4.260, -0.713, -2.868], [-5.600, 0.140, -1.970], [-3.474, -0.252, 1.197], [-4.254, -1.700, 0.494], [-5.813, -0.723, 1.677], [-6.378, -0.231, 0.066], [-5.804, 1.845, 0.477], [5.816, -2.310, 0.096], [5.612, -3.163, 1.353], [4.679, -2.773, 2.091], [6.461, -4.029, 1.644], [5.761, -1.238, 0.364], [5.095, -2.530, -0.699], [6.836, -2.402, -0.259], [2.685, 3.235, 5.928], [3.677, 4.052, 6.857], [4.400, 3.326, 7.581], [3.565, 5.303, 6.833], [1.667, 3.208, 6.364], [3.020, 2.214, 5.710], [2.549, 3.837, 5.013], [4.843, 3.776, -1.818], [3.655, 2.811, -2.007], [3.019, 2.453, -0.945], [3.525, 2.312, -3.160], [4.436, 4.773, -1.696], [5.372, 3.714, -2.806], [5.449, 3.342, -1.019], [-7.871, 3.920, -1.681], [-6.407, 3.899, -1.421], [-5.739, 4.701, -2.096], [-5.906, 3.097, -0.596], [-8.452, 3.425, -0.927], [-7.991, 3.307, -2.634], [-8.170, 4.938, -1.951], [0.943, -0.579, -4.502], [-0.544, -0.161, -4.571], [-0.950, 0.563, -5.505], [-1.151, -0.372, -3.498], [1.024, -1.573, -4.130], [1.511, 0.126, -3.838], [1.313, -0.551, -5.545], [-3.178, -3.193, 3.239], [-2.207, -3.308, 1.965], [-2.236, -4.299, 1.196], [-1.341, -2.413, 1.898], [-3.911, -3.955, 3.018], [-3.572, -2.226, 3.472], [-2.613, -3.516, 4.160]],
  "mulliken_charge": [-0.4027, 0.3614, -0.7495, -0.8032, -0.6951, -0.6930, -0.1472, 0.0488, 0.1983, 0.3819, 0.3963, 0.2571, 0.0736, 0.3783, 0.3563, 0.0904, 0.3744, 0.4811, 0.3954, 0.4080, 0.2309, -0.6429, 0.2394, -0.7206, -0.9156, -0.6607, -0.4364, -0.5055, 0.1146, 0.2798, 0.2364, 0.3536, 0.2272, 0.2981, 0.3624, 0.3082, 0.4549, 0.5122, 0.4054, 0.2791, 0.4321, 0.2901, -0.9162, 0.7782, -0.4272, -0.6896, -0.3164, -0.4079, -0.6430, 0.4939, 0.1269, 0.4080, 0.2297, 0.4519, -0.1910, 0.4047, 0.4119, -0.0233, 0.3998, 0.1492, -0.3378, 0.6039, 0.4201, -0.6219, 1.1071, -0.1832, -1.0677, 0.3653, -0.9384, -0.5673, 0.2754, 0.0855, 0.4302, 0.5100, -0.1257, -0.2162, 0.3597, 0.3190, 0.3193, -0.3494, 0.2927, 0.4729, 0.3351, 0.4719, -1.0362, 0.7086, -0.6459, -0.7654, 0.2641, 0.1653, 0.3957, -0.5740, 0.4617, -0.7276, -0.7364, 0.2371, 0.1546, 0.1878, -1.1753, 0.5562, -0.5292, -0.7692, 0.2573, 0.2764, 0.3678, -1.0821, 0.5764, -0.8421, -0.7289, 0.3232, 0.2084, 0.3091, -0.8346, 0.4611, -0.7444, -0.5418, 0.4034, 0.0581, 0.3073, -1.3461, 0.6710, -0.7696, -0.5720, 0.3918, 0.2988, 0.3262],
  "charge": -2,
  "fmax_ha_per_bohr": 0.054,
  "homo_energy_ev": -2.778,
  "orbital_gap_ev": 5.622
}

{
  "formula": "C4H8N3",
  "method": "wB97M-V/def2-TZVPD",
  "elements": ["C", "C", "C", "C", "N", "N", "N", "H", "H", "H", "H", "H", "H", "H", "H"],
  "positions_angstrom": [[-0.977, 0.825, 3.199], [-0.057, 1.138, 2.487], [0.055, -0.242, -0.727], [0.808, -1.075, -1.746], [1.021, 0.406, -0.211], [-1.255, -0.238, -0.757], [0.887, 1.555, 1.707], [-1.866, 0.678, 3.704], [0.967, -2.110, -1.418], [1.815, -0.646, -1.924], [0.400, -1.168, -2.718], [-1.769, -1.058, -1.064], [-1.791, 0.357, -0.022], [0.789, 2.287, 0.953], [1.891, 1.190, 1.700]],
  "mulliken_charge": [-0.4470, 0.1794, 0.7441, -1.0391, -0.3848, -0.3956, -0.3955, 0.4651, 0.3015, 0.2951, 0.3776, 0.2729, 0.2697, 0.3898, 0.3668],
  "charge": 1,
  "relative_energy_kcal_mol": 163.8,
  "fmax_ha_per_bohr": 0.098,
  "homo_energy_ev": [-14.139, -13.334],
  "orbital_gap_ev": [8.735, 6.457]
}

{
  "formula": "C5H11N2O",
  "method": "wB97M-V/def2-TZVPD",
  "elements": ["C", "O", "C", "C", "C", "N", "C", "N", "H", "H", "H", "H", "H", "H", "H", "H", "H", "H", "H"],
  "positions_angstrom": [[-1.797, -0.724, -0.046], [-2.844, -1.032, -0.796], [-0.556, -0.182, -0.835], [0.641, 0.207, -0.030], [1.976, 0.381, -0.699], [0.833, 2.179, 0.472], [2.115, 2.057, 0.601], [2.885, 1.101, 0.118], [-2.003, 0.049, 0.744], [-1.365, -1.598, 0.554], [-0.966, 0.696, -1.355], [-0.286, -0.865, -1.656], [0.426, 1.394, 0.273], [0.657, -0.308, 0.942], [1.699, 1.001, -1.581], [2.357, -0.553, -1.118], [-3.493, -3.172, 1.799], [-2.936, -3.359, 1.347], [2.656, 2.729, 1.266]],
  "mulliken_charge": [-0.3759, -0.8271, -0.5554, 0.1377, -0.3924, -0.8845, -0.0473, -0.7056, 0.1688, 0.0741, 0.3113, 0.3270, 0.4204, 0.3129, 0.2828, 0.3628, 0.0940, -0.0985, 0.3949],
  "charge": -1,
  "relative_energy_kcal_mol": 124.8,
  "fmax_ha_per_bohr": 0.173,
  "homo_energy_ev": -3.084,
  "orbital_gap_ev": 6.013
}

{
  "formula": "C5H12N4O",
  "method": "wB97M-V/def2-TZVPD",
  "elements": ["C", "C", "C", "C", "C", "N", "N", "N", "N", "O", "H", "H", "H", "H", "H", "H", "H", "H", "H", "H", "H", "H"],
  "positions_angstrom": [[1.767, 0.243, -0.354], [2.823, 0.565, 0.272], [1.012, -0.560, -1.502], [0.290, -0.363, -0.201], [-3.272, 1.044, 0.419], [3.764, 1.059, 0.970], [0.050, -1.496, 0.577], [-0.795, 0.622, 0.016], [-2.119, 0.072, -0.034], [1.452, -1.793, -1.786], [0.597, 0.064, -2.326], [-4.191, 0.494, 0.363], [-3.253, 1.403, 1.398], [-3.418, 1.872, -0.260], [4.329, 0.562, 1.705], [3.630, 2.082, 1.045], [0.638, -1.479, 1.406], [0.405, -2.289, 0.019], [-0.745, 0.956, 0.933], [-2.718, -0.524, -0.820], [-2.234, -0.567, 0.792], [1.988, -1.967, -2.632]],
  "mulliken_spin": [0.2160, 0.6299, 0.1754, 0.1898, 0.0016, 0.4019, 0.2119, 0.0156, 0.0183, 0.1075, 0.0394, 0.0011, 0.0001, 0.0002, -0.0040, -0.0047, 0.0131, -0.0083, -0.0015, -0.0007, 0.0006, -0.0033],
  "charge": 2,
  "relative_energy_kcal_mol": 105.6,
  "fmax_ha_per_bohr": 0.112,
  "homo_energy_ev": [-14.145, -18.237],
  "spin_multiplicity": 3,
  "orbital_gap_ev": [7.387, 6.233],
  "s2": 2.008
}

{
  "formula": "C10H13IP",
  "method": "wB97M-V/def2-TZVPD",
  "elements": ["C", "C", "C", "C", "C", "C", "C", "C", "C", "C", "P", "I", "H", "H", "H", "H", "H", "H", "H", "H", "H", "H", "H", "H", "H"],
  "positions_angstrom": [[-4.722, -1.356, 0.099], [-3.780, -1.876, -0.814], [-4.244, -0.670, 1.198], [-2.461, -1.792, -0.690], [-2.779, -0.495, 1.289], [-1.912, -0.852, 0.317], [3.636, 0.807, -0.959], [3.562, 0.642, 0.598], [2.393, 1.521, -1.485], [2.374, 1.428, 1.131], [0.964, 1.453, -0.137], [0.531, -0.872, -0.003], [-5.725, -1.598, 0.037], [-3.962, -2.514, -1.671], [-4.968, -0.183, 1.926], [-1.793, -2.329, -1.307], [-2.448, -0.138, 2.287], [4.535, 1.176, -1.421], [3.531, -0.281, -1.381], [3.459, -0.459, 0.699], [4.436, 0.906, 1.163], [2.534, 2.537, -1.540], [2.256, 1.146, -2.528], [1.885, 1.295, 2.108], [2.700, 2.504, 1.085]],
  "mulliken_charge": [-0.4408, -0.4140, -0.3521, -0.2858, -0.0373, 0.0474, -0.4127, -0.5273, -0.7491, -0.7925, 0.1021, 0.3871, 0.4450, 0.3153, 0.3290, 0.3105, 0.3353, 0.3881, 0.1877, 0.2209, 0.3640, 0.4244, 0.3479, 0.4448, 0.3618],
  "charge": 1,
  "relative_energy_kcal_mol": 42.0,
  "fmax_ha_per_bohr": 0.096,
  "homo_energy_ev": -13.122,
  "orbital_gap_ev": 7.852
}

{
  "formula": "C27H23IrN4OTe",
  "method": "wB97M-V/def2-TZVPD",
  "elements": ["Ir", "C", "C", "C", "C", "N", "C", "C", "C", "C", "C", "C", "N", "H", "H", "H", "H", "H", "H", "H", "H", "O", "C", "C", "C", "C", "C", "C", "C", "N", "C", "C", "N", "H", "H", "H", "H", "H", "H", "H", "C", "Te", "C", "C", "C", "C", "C", "C", "C", "H", "H", "H", "H", "H", "H", "H", "H"],
  "positions_angstrom": [[-0.028, -0.333, 0.668], [-0.254, -3.894, -1.786], [-1.586, -3.904, -2.165], [-2.410, -2.859, -1.775], [-1.873, -1.829, -1.026], [-0.564, -1.809, -0.685], [0.223, -2.826, -1.049], [-2.633, -0.684, -0.499], [-3.956, -0.394, -0.778], [-4.548, 0.710, -0.184], [-3.797, 1.513, 0.661], [-2.479, 1.185, 0.902], [-1.924, 0.102, 0.338], [0.416, -4.697, -2.059], [-1.983, -4.719, -2.754], [-3.455, -2.854, -2.050], [1.259, -2.765, -0.741], [-4.521, -1.022, -1.451], [-5.586, 0.939, -0.380], [-4.220, 2.388, 1.133], [-1.840, 1.773, 1.548], [0.760, 1.010, 1.833], [0.553, 1.240, 3.137], [0.927, 2.501, 3.614], [0.787, 2.811, 4.947], [0.284, 1.867, 5.846], [-0.110, 0.635, 5.384], [0.001, 0.299, 4.024], [-0.440, -0.997, 3.555], [-0.422, -1.451, 2.295], [-0.947, -2.738, 2.297], [-1.279, -3.059, 3.565], [-0.961, -1.965, 4.332], [1.323, 3.214, 2.904], [1.069, 3.794, 5.301], [0.206, 2.102, 6.898], [-0.510, -0.076, 6.095], [-1.034, -3.329, 1.404], [-1.700, -3.956, 3.983], [-1.066, -1.908, 5.332], [0.757, 2.034, -3.288], [0.897, 1.421, -1.239], [2.825, 0.653, -1.683], [3.137, 1.175, -3.066], [4.402, 0.976, -3.614], [4.694, 1.436, -4.885], [3.717, 2.089, -5.629], [2.455, 2.277, -5.098], [2.158, 1.819, -3.815], [0.477, 3.083, -3.235], [-0.006, 1.485, -3.834], [2.820, -0.437, -1.685], [3.505, 0.993, -0.905], [5.164, 0.467, -3.036], [5.683, 1.290, -5.298], [3.941, 2.448, -6.624], [1.692, 2.777, -5.683]],
  "mulliken_charge": [0.8090, -0.7095, -0.5629, -0.9732, 1.2868, 0.0993, -0.1519, 0.3410, -0.8589, -0.5741, -0.7677, -0.1915, -0.0712, 0.4701, 0.4856, 0.4680, 0.4813, 0.4426, 0.4718, 0.4697, 0.4938, -0.4426, 0.4772, -0.4706, -0.5829, -0.8045, -0.8811, 0.7909, 0.5449, -0.1037, -0.2733, -0.8825, -0.0469, 0.4695, 0.4398, 0.4354, 0.3382, 0.4343, 0.4382, 0.1803, -0.9674, 0.2418, -0.8913, 0.5379, -0.7119, -0.5897, -0.5850, -0.8020, 0.5812, 0.4833, 0.4859, 0.4252, 0.5430, 0.4482, 0.4193, 0.4112, 0.4517],
  "charge": 2,
  "relative_energy_kcal_mol": 0.0,
  "fmax_ha_per_bohr": 0.027,
  "homo_energy_ev": -13.628,
  "orbital_gap_ev": 6.980
}